Molecular formula: C13H36F3N3O6S
Method: DFT, ωB97M-V with the def2-TZVPD basis set

Geometry as ORCA input:
```
! RIJCOSX wB97M-V def2-TZVPD def2/J DEFGRID3
* xyz 2 1
H -22.18846 -9.50963 -1.86085
H -26.50436 -7.25953 -9.22732
F -26.41832 -3.81646 -2.07666
H -20.93551 -8.26783 1.58451
N -22.23407 -10.47921 -2.13996
O -25.94367 -6.79807 -2.69242
H -28.90974 -6.64911 -6.36657
H -29.31480 -7.21102 -12.64118
C -23.27270 -12.71521 -1.39625
O -20.68283 -1.02313 -5.65479
H -20.01557 -4.88236 -7.22189
H -20.11073 -9.79579 1.11385
H -28.97568 -8.38693 -8.41306
H -26.94971 -8.65707 -8.46158
O -23.55143 -6.19028 -2.92318
H -23.73216 -13.43386 -0.71763
H -21.75649 0.22976 -4.31199
H -28.71860 -5.37212 -7.63937
H -20.75998 -5.13041 -5.56703
O -25.29886 -5.26681 -4.41231
H -22.65095 -10.59197 -3.05298
C -21.35139 -3.25048 -6.34374
N -21.55194 -2.64082 -7.76077
C -20.32987 -2.33061 -5.64748
H -22.87445 -11.44229 1.18143
H -21.64094 -5.23460 -7.05402
F -24.30165 -3.41292 -1.98959
H -19.95107 -2.61733 -4.66645
H -30.14298 -6.31108 -7.44369
O -28.52974 -7.85928 -10.76628
H -21.37198 -11.63900 0.33435
C -21.69035 -0.82701 -4.57075
C -29.02393 -6.90943 -9.87542
N -27.05200 -7.65235 -8.47507
H -21.20604 -9.82773 2.42674
H -28.52245 -5.98270 -10.15433
H -28.03676 -8.42916 -12.59244
H -21.32903 -10.92588 -2.17859
H -22.31125 -3.18237 -5.83174
H -26.74803 -7.13900 -7.66011
C -28.55994 -7.38033 -8.45812
S -24.98911 -5.76842 -3.05996
H -22.28510 -13.17237 -1.45755
H -23.94683 -12.73648 -2.25251
H -22.71106 -1.03229 -4.89341
H -30.07477 -6.89443 -10.16458
C -22.29209 -11.05472 0.34551
C -21.04012 -9.34598 1.46316
F -25.16028 -4.89770 -0.54293
C -25.20137 -4.30723 -1.81739
C -29.05582 -6.38378 -7.41364
C -23.01090 -11.23597 -0.99437
H -19.44044 -2.40835 -6.27276
H -23.99680 -10.77547 -1.05789
H -21.39617 -1.28026 -3.62412
H -22.15447 -3.22440 -8.32335
H -20.69116 -2.71059 -8.28448
O -22.03909 -9.67987 0.54536
H -27.77100 -6.62715 -12.30631
C -20.85096 -4.67500 -6.55314
H -21.76511 -1.65381 -7.78278
C -28.39412 -7.50539 -12.13741
*
```

Energy above the lowest of the compared OMol25 structures with the same formula, charge and spin (kJ/mol): 451.0
Max |F| (hartree/bohr): 0.089
Electronic energy (eV): -49789.5862